# 1
Formula: C5H8O2
Source: the OMol25 dataset
Level of theory: ωB97M-V/def2-TZVPD

Results
HOMO-LUMO gap	10.799	eV
HOMO energy	-9.87	eV
total charge	0
spin multiplicity	1
energy	-345.69493	Ha

```
15
Properties=species:S:1:pos:R:3:forces:R:3
O -1.99584 1.79447 0.54569 0.07 0.09 0.04
C -0.70226 -1.06479 0.70854 0.05 -0.03 0.14
C -0.72212 -0.79179 -0.78609 -0.07 -0.03 -0.15
C 0.64334 -0.12898 -0.51594 0.02 -0.18 -0.03
C 1.83566 -0.03688 -1.35086 0.19 -0.18 -0.07
O 1.04645 1.11597 -1.04504 -0.06 0.22 -0.01
C 0.46097 -0.44065 0.93610 -0.04 -0.06 0.05
H -1.55461 2.26422 -0.16954 0.01 0.06 0.00
H -1.40001 -1.59315 1.34889 0.11 0.05 -0.06
H -1.48997 -0.07908 -1.09971 0.10 -0.17 0.02
H -0.71312 -1.66773 -1.44421 0.00 0.14 0.10
H 2.82058 -0.06380 -0.88507 -0.15 0.04 -0.07
H 1.79754 -0.36756 -2.38931 -0.03 0.08 0.18
H -1.27528 1.34666 1.00769 -0.11 0.02 -0.03
H 1.06537 -0.25026 1.81719 -0.08 -0.05 -0.11
```
Positions in Å, forces in eV/Å.


# 2
Formula: C5H8O2
Source: the OMol25 dataset
Level of theory: ωB97M-V/def2-TZVPD

Results
HOMO-LUMO gap	11.028	eV
HOMO energy	-10.11	eV
SMILES string	C#CCOCCO
total charge	0
spin multiplicity	1
energy	-345.69641	Ha

```
15
Properties=species:S:1:pos:R:3:forces:R:3
C 3.43694 1.12082 0.67545 -0.39 -0.38 -0.23
C 2.42838 0.68066 0.18667 0.62 0.19 0.18
C 1.29136 -0.04939 -0.37412 0.09 0.06 -0.11
O 0.11903 0.21917 0.35950 0.02 0.04 0.12
C -0.87511 -0.73960 0.06521 -0.18 -0.22 -0.03
C -2.13321 -0.34833 0.81278 0.11 -0.34 0.10
O -2.62816 0.89304 0.36795 0.15 0.25 0.07
H 4.36548 1.39858 1.12548 -0.24 0.17 -0.10
H 1.10562 0.17481 -1.43536 0.28 0.10 0.11
H 1.56339 -1.11475 -0.31407 -0.19 0.04 0.01
H -1.07189 -0.76968 -1.01923 0.01 0.01 0.15
H -0.50814 -1.72399 0.38953 -0.22 -0.05 -0.06
H -2.92069 -1.09271 0.64873 0.18 0.12 -0.01
H -1.90332 -0.32303 1.88784 -0.07 -0.01 -0.10
H -1.91513 1.52699 0.52505 -0.18 0.03 -0.12
```
Positions in Å, forces in eV/Å.


Please write out number 2 again, unchanged.
Formula: C5H8O2
Source: the OMol25 dataset
Level of theory: ωB97M-V/def2-TZVPD

Results
HOMO-LUMO gap	11.028	eV
HOMO energy	-10.11	eV
SMILES string	C#CCOCCO
total charge	0
spin multiplicity	1
energy	-345.69641	Ha

```
15
Properties=species:S:1:pos:R:3:forces:R:3
C 3.43694 1.12082 0.67545 -0.39 -0.38 -0.23
C 2.42838 0.68066 0.18667 0.62 0.19 0.18
C 1.29136 -0.04939 -0.37412 0.09 0.06 -0.11
O 0.11903 0.21917 0.35950 0.02 0.04 0.12
C -0.87511 -0.73960 0.06521 -0.18 -0.22 -0.03
C -2.13321 -0.34833 0.81278 0.11 -0.34 0.10
O -2.62816 0.89304 0.36795 0.15 0.25 0.07
H 4.36548 1.39858 1.12548 -0.24 0.17 -0.10
H 1.10562 0.17481 -1.43536 0.28 0.10 0.11
H 1.56339 -1.11475 -0.31407 -0.19 0.04 0.01
H -1.07189 -0.76968 -1.01923 0.01 0.01 0.15
H -0.50814 -1.72399 0.38953 -0.22 -0.05 -0.06
H -2.92069 -1.09271 0.64873 0.18 0.12 -0.01
H -1.90332 -0.32303 1.88784 -0.07 -0.01 -0.10
H -1.91513 1.52699 0.52505 -0.18 0.03 -0.12
```
Positions in Å, forces in eV/Å.